(1)
This record from the OMol25 dataset describes a molecular structure, C8H7O6Tc in a non-equilibrium geometry. The level of theory is ωB97M-V/def2-TZVPD.

```
22
Properties=species:S:1:pos:R:3:mulliken_charge:R:1
O 0.97 -0.52 -4.91 -0.040
C 0.86 -0.44 -3.74 0.537
Tc 0.58 -0.28 -1.86 0.218
O -2.57 0.13 -2.42 -0.064
C -1.42 -0.03 -2.23 0.361
C 2.26 -0.43 -0.68 0.221
O 3.09 -0.49 0.14 -0.119
C 0.77 1.65 -1.45 0.317
O 0.85 2.77 -1.18 -0.055
C 0.25 -2.14 -1.25 0.313
O 0.05 -3.22 -0.87 -0.047
H 2.44 -0.52 -2.03 0.404
C 0.17 -0.45 2.35 -0.904
C -0.92 0.28 1.61 0.811
C -1.77 1.17 2.48 -1.007
O -1.07 0.20 0.38 -0.165
H 0.01 -0.29 3.43 0.424
H 1.11 0.00 2.03 0.248
H 0.13 -1.52 2.12 0.370
H -1.36 2.19 2.34 0.368
H -2.83 1.12 2.20 0.418
H -1.62 0.83 3.53 0.392
```

Results
Orbital gap (spin up / spin down) = 8.4 / 7.0 eV
⟨S²⟩ = 3.773
2S+1 = 4
Net charge = +3
Energy relative to the best compared isomer or geometry (same formula, charge and spin) = 0.0 kcal/mol
Total energy = -839.8988 Ha
Maximum force = 0.2014 hartree/bohr



(2)
This record from the OMol25 dataset describes 2 unconnected molecules or ions with the total composition C8H7OP3 in a non-equilibrium geometry. The level of theory is ωB97M-V/def2-TZVPD.

```
19
Properties=species:S:1:pos:R:3:mulliken_charge:R:1
C 2.02 -0.29 0.84 -0.381
C 2.26 -0.27 -0.61 -0.574
C 1.12 0.44 1.45 -0.450
C 1.45 -0.91 -1.51 -0.368
C 0.09 1.11 0.69 -0.436
C 0.05 -1.48 -1.15 -0.556
C -0.79 0.62 -0.16 0.252
C -1.00 -0.82 -0.60 0.622
O -1.67 1.51 -0.71 -0.270
P -2.45 -1.66 -0.03 -0.069
P -3.69 -0.24 0.66 -0.074
P -3.19 1.55 -0.28 0.009
H 2.82 -0.87 1.34 0.329
H 3.21 0.06 -1.09 0.343
H 1.22 0.54 2.52 0.409
H 1.60 -1.16 -2.57 0.368
H 0.05 2.19 0.77 0.432
H 0.02 -2.55 -1.18 0.409
H -3.12 2.24 1.61 0.006
```

Results
Orbital gap = 7.2 eV
Energy relative to the best compared isomer or geometry (same formula, charge and spin) = 47.8 kcal/mol
Total energy = -1408.1677 Ha
Maximum force = 0.0757 hartree/bohr



Copy entry 1 word for word.
This record from the OMol25 dataset describes a molecular structure, C8H7O6Tc in a non-equilibrium geometry. The level of theory is ωB97M-V/def2-TZVPD.

```
22
Properties=species:S:1:pos:R:3:mulliken_charge:R:1
O 0.97 -0.52 -4.91 -0.040
C 0.86 -0.44 -3.74 0.537
Tc 0.58 -0.28 -1.86 0.218
O -2.57 0.13 -2.42 -0.064
C -1.42 -0.03 -2.23 0.361
C 2.26 -0.43 -0.68 0.221
O 3.09 -0.49 0.14 -0.119
C 0.77 1.65 -1.45 0.317
O 0.85 2.77 -1.18 -0.055
C 0.25 -2.14 -1.25 0.313
O 0.05 -3.22 -0.87 -0.047
H 2.44 -0.52 -2.03 0.404
C 0.17 -0.45 2.35 -0.904
C -0.92 0.28 1.61 0.811
C -1.77 1.17 2.48 -1.007
O -1.07 0.20 0.38 -0.165
H 0.01 -0.29 3.43 0.424
H 1.11 0.00 2.03 0.248
H 0.13 -1.52 2.12 0.370
H -1.36 2.19 2.34 0.368
H -2.83 1.12 2.20 0.418
H -1.62 0.83 3.53 0.392
```

Results
Orbital gap (spin up / spin down) = 8.4 / 7.0 eV
⟨S²⟩ = 3.773
2S+1 = 4
Net charge = +3
Energy relative to the best compared isomer or geometry (same formula, charge and spin) = 0.0 kcal/mol
Total energy = -839.8988 Ha
Maximum force = 0.2014 hartree/bohr



Repeat the second record exactly.
This record from the OMol25 dataset describes 2 unconnected molecules or ions with the total composition C8H7OP3 in a non-equilibrium geometry. The level of theory is ωB97M-V/def2-TZVPD.

```
19
Properties=species:S:1:pos:R:3:mulliken_charge:R:1
C 2.02 -0.29 0.84 -0.381
C 2.26 -0.27 -0.61 -0.574
C 1.12 0.44 1.45 -0.450
C 1.45 -0.91 -1.51 -0.368
C 0.09 1.11 0.69 -0.436
C 0.05 -1.48 -1.15 -0.556
C -0.79 0.62 -0.16 0.252
C -1.00 -0.82 -0.60 0.622
O -1.67 1.51 -0.71 -0.270
P -2.45 -1.66 -0.03 -0.069
P -3.69 -0.24 0.66 -0.074
P -3.19 1.55 -0.28 0.009
H 2.82 -0.87 1.34 0.329
H 3.21 0.06 -1.09 0.343
H 1.22 0.54 2.52 0.409
H 1.60 -1.16 -2.57 0.368
H 0.05 2.19 0.77 0.432
H 0.02 -2.55 -1.18 0.409
H -3.12 2.24 1.61 0.006
```

Results
Orbital gap = 7.2 eV
Energy relative to the best compared isomer or geometry (same formula, charge and spin) = 47.8 kcal/mol
Total energy = -1408.1677 Ha
Maximum force = 0.0757 hartree/bohr



- Among the records above, which one has the lowest maximum force?
  C8H7OP3



- energy relative to the best compared isomer or geometry (same formula, charge and spin) of number 1 (C8H7O6Tc)?
  0.0 kcal/mol